[1]
109
Properties=species:S:1:pos:R:3 method="wB97M-V/def2-TZVPD" multiplicity=2 s_squared=0.751 gap_ha="0.2476 / 0.2467" e_homo_ha="-0.175 / -0.175" total_energy_ha=-6334.4538 de_lowest_kj_mol=181.34 charge=-1
P -1.131 -0.272 -1.658
C 4.094 -1.720 -4.862
C 0.075 2.054 -2.318
C -2.995 2.609 -0.701
H -2.718 0.644 5.628
H -1.353 2.470 -5.848
H -4.198 -1.211 5.325
H -7.001 2.607 1.502
F 1.716 -3.185 7.139
H 1.170 3.830 -2.642
C -2.801 -1.253 2.297
H 4.963 3.261 1.309
C 0.015 3.317 -4.368
H -3.946 4.504 -0.937
Ce 1.353 -2.162 1.074
H 3.833 1.113 1.122
C 3.605 1.085 -1.045
S 1.108 -1.917 4.905
C -0.270 1.925 1.548
C 3.988 1.671 0.205
C 0.491 3.108 -3.083
C 1.608 -3.422 5.829
H 1.804 1.706 0.983
H -2.090 0.667 -4.543
H -3.236 1.224 0.943
N -3.121 -6.345 -0.263
Si 2.651 -0.555 -1.265
O 2.881 -0.843 2.586
H -2.660 2.535 -1.730
H 0.329 2.010 -1.307
H 5.786 -2.940 -5.449
H 6.364 -3.386 -3.164
H -6.407 1.769 0.095
H -3.666 0.602 -3.085
C -0.002 -4.653 -0.184
H 1.442 0.059 -1.798
H -1.424 4.862 2.942
H -2.242 2.690 2.168
C 4.991 3.629 -0.808
C -3.012 1.176 -0.119
H 2.524 -0.560 -4.109
C -2.590 -1.109 -2.391
F 5.130 -1.628 5.447
C 3.960 1.888 -2.112
H -3.789 0.604 -0.584
C -1.183 2.897 2.016
H 5.469 4.592 -0.697
H -5.655 -0.729 -3.843
H -4.975 3.131 -1.428
P -0.791 0.255 1.117
C -2.024 -6.058 -0.473
H 2.403 3.986 1.568
C -3.534 -0.972 4.530
S 1.625 -4.346 -0.635
C -3.708 -0.503 -2.992
C -2.667 0.095 4.719
C -3.698 -3.244 -2.698
C -3.625 -1.661 3.330
C -4.804 -1.241 -3.435
N -1.739 0.467 -0.251
H 3.869 -1.506 -5.887
C 5.464 -2.818 -3.323
C -0.881 1.111 -2.806
C 4.736 -2.333 -2.228
C 3.594 -1.481 -2.470
C -6.111 2.220 1.026
H -2.238 3.197 -0.176
C -2.623 -2.480 -2.236
C -4.251 3.473 -0.652
C -0.786 4.157 2.427
C 1.025 2.355 1.356
S -4.964 3.593 0.991
F 4.820 -2.788 3.668
C -1.314 1.275 -4.108
O -0.098 -1.440 5.574
C 4.680 3.079 -2.035
S -0.943 -3.543 0.831
H 4.993 -2.498 -1.200
C -1.945 -0.170 2.468
O 0.907 -2.438 3.535
H -2.837 -1.765 1.346
H -4.395 -2.410 3.121
N 2.290 -0.884 5.051
F 2.741 -3.943 5.306
C 4.851 -1.526 4.131
H 4.802 3.567 -3.015
C 3.337 -1.240 -3.833
C -1.844 0.521 3.703
H -1.813 -3.004 -1.779
H -5.619 -3.224 -3.571
S 3.312 -0.449 3.922
C 5.176 -2.534 -4.639
O 3.910 0.842 4.067
C -0.646 -5.745 -0.774
F 0.550 -4.217 5.692
C 0.090 -6.573 -1.686
C 1.385 3.668 1.674
H 3.737 1.509 -3.154
H 0.390 4.115 -5.006
C 0.526 4.564 2.245
H -1.160 1.354 3.849
H 0.880 5.530 2.561
H -5.805 1.419 1.672
H -3.698 -4.274 -2.428
C 4.722 2.877 0.324
C -4.782 -2.632 -3.273
F 5.758 -0.771 3.497
N 0.759 -7.224 -2.370
C -0.873 2.361 -4.895

[2]
70
Properties=species:S:1:pos:R:3 method="wB97M-V/def2-TZVPD" multiplicity=1 gap_ha=0.3234 e_homo_ha=-0.301 total_energy_ha=-1495.2319 de_lowest_kj_mol=39.09 charge=0 smiles="COc1ccc(CN2C[C@@H](C(=O)NCCCN3CCN(Cc4ccccc4)CC3)CC2=O)cc1"
H -2.411 3.506 0.173
C 8.103 -0.102 0.037
C -2.643 -3.275 -0.227
H -2.567 -0.995 2.423
C -3.051 -5.222 1.079
C -3.853 0.172 -2.500
N -3.000 0.701 1.293
C -0.727 -0.040 1.822
C -3.440 -1.070 -1.752
C 5.602 -1.115 -0.569
C -3.267 3.208 -0.431
C 7.858 -1.457 0.171
H -2.862 0.414 0.335
H -5.824 1.947 -1.163
H -2.436 -5.954 1.599
C 7.097 0.746 -0.395
H 6.408 -3.019 -0.026
C -3.993 -3.024 -0.446
H 5.033 2.209 -1.057
O -3.890 2.216 2.708
H -0.153 -0.605 2.556
H -0.682 -0.572 0.870
H 4.620 -1.495 -0.802
H -2.284 0.578 3.209
H -3.714 -4.731 1.799
C -4.378 -1.931 -1.205
N 3.482 0.853 -0.526
C -2.184 0.022 2.274
C -4.952 1.511 -0.657
H -1.349 -0.659 -1.951
H 4.378 0.662 1.338
H -4.844 0.052 -2.947
H 0.021 1.819 2.633
H -0.836 1.989 1.098
C 2.360 1.536 -1.143
N -3.878 1.308 -1.603
C 2.234 0.752 1.561
H -3.124 0.405 -3.281
H 0.948 0.012 -0.621
O -2.149 -4.309 0.501
H -5.110 3.181 0.755
H -3.651 -5.730 0.318
H 2.325 1.271 -2.203
H -3.655 4.102 -0.925
H 4.592 0.981 -2.263
H 7.292 1.805 -0.494
H 2.266 1.016 2.621
H -4.753 -3.671 -0.038
C -2.872 2.205 -1.502
H -0.650 -2.636 -0.623
H 2.141 -0.344 1.470
C 5.839 0.248 -0.704
H 3.666 2.272 1.035
H 9.078 0.298 0.273
H -5.253 0.563 -0.202
C 6.603 -1.961 -0.131
C -4.362 2.488 0.369
C -0.125 1.367 1.648
C 3.532 1.185 0.886
H 8.641 -2.118 0.512
C -2.088 -1.326 -1.531
C 4.738 1.151 -1.190
H 0.220 1.616 -0.932
N 1.129 1.447 0.937
O -1.854 2.192 -2.158
H 2.456 2.632 -1.057
H -5.431 -1.758 -1.377
C -1.693 -2.416 -0.786
C -3.736 1.792 1.582
C 1.064 1.099 -0.468

[3]
12
Properties=species:S:1:pos:R:3 method="wB97M-V/def2-TZVPD" multiplicity=1 gap_ha=0.3676 e_homo_ha=-0.352 total_energy_ha=-360.5407 de_lowest_kj_mol=337.94 charge=0 smiles="CN1C(=O)[C@H]1C=O"
H 0.609 -1.430 -1.114
O 1.664 1.352 -2.162
H 2.832 -1.666 -0.011
C 1.197 0.624 -1.334
C -0.597 1.042 0.483
C 1.967 -1.295 0.583
H -1.256 1.813 -0.043
N 0.208 0.399 -0.518
C 1.112 -0.713 -0.610
H -1.063 0.202 1.106
H 0.098 1.585 1.293
O 1.684 -1.328 1.756

[4]
20
Properties=species:S:1:pos:R:3 method="wB97M-V/def2-TZVPD" multiplicity=1 gap_ha="0.2851 / 0.2851" e_homo_ha="-0.247 / -0.247" total_energy_ha=-324.3244 de_lowest_kj_mol=395.23 charge=0
H -0.938 0.078 0.994
C -0.915 2.581 0.269
H -0.103 -0.843 -2.297
H 0.919 -1.358 1.262
H -1.792 2.367 0.882
N 1.034 -0.306 1.445
C 0.075 0.430 0.864
N 0.452 -2.730 0.448
N 0.204 1.775 0.733
H -1.163 2.390 -0.779
C -0.521 -2.377 -0.339
C 0.150 -0.255 -1.414
H 1.150 -3.287 -0.044
H -0.666 3.634 0.393
H -0.652 -2.771 -1.342
H -1.402 -1.920 0.099
H 1.121 2.109 0.472
H 1.983 0.026 1.322
H 1.238 -0.306 -1.322
H -0.175 0.762 -1.645